Record 1
Density functional theory data (the ωB97M-V functional and the def2-TZVPD basis) for C4H4CsO5 as an isolated structure.

The value obtained for the gap between HOMO and LUMO (spin up / spin down) is 0.253 / 0.263 Eh. The calculation puts the energy above the lowest of the compared OMol25 structures with the same formula, charge and spin at 0.0 kJ/mol. Its expectation value of S² is 0.753. The calculation puts the total energy at -551.13370 a.u.

The geometry in ORCA input format:
```
! RIJCOSX wB97M-V def2-TZVPD def2/J DEFGRID3
* xyz 0 2
O 1.06 -0.17 0.07
C 2.45 -0.32 -0.04
O 2.99 0.81 0.03
O 2.92 -1.43 -0.21
C 0.23 -1.32 -0.05
C -1.12 -1.01 0.48
H 0.69 -2.15 0.52
H 0.18 -1.64 -1.10
H -1.89 -1.78 0.37
H -1.21 -0.40 1.38
O -2.05 2.88 -0.53
O -3.28 0.97 -0.65
C -2.89 2.07 -0.61
Cs 1.91 3.49 0.35
*
```

=====

Record 2
Density functional theory data (the ωB97M-V functional and the def2-TZVPD basis) for a 2-piece molecular cluster, C9H14N2O3S overall.

The value obtained for the gap between HOMO and LUMO is 0.345 Eh. The calculation puts the energy above the lowest of the compared OMol25 structures with the same formula, charge and spin at 81.9 kJ/mol. Its SMILES is C[C@H](O)/C(O)=N/C(N)=O.Cc1cccs1. The calculation puts the total energy at -1084.72751 a.u.

The geometry in ORCA input format:
```
! RIJCOSX wB97M-V def2-TZVPD def2/J DEFGRID3
* xyz 0 1
C -4.54 0.64 -0.27
C -3.46 0.16 0.73
O -3.02 1.28 1.50
C -2.17 -0.30 0.14
O -1.80 -0.11 -1.14
N -1.34 -0.92 0.95
C -0.18 -1.54 0.43
N 0.55 -2.17 1.35
O 0.06 -1.61 -0.76
H -4.65 -0.13 -1.11
H -5.58 0.64 0.07
H -4.18 1.54 -0.91
H -3.92 -0.47 1.39
H -2.23 1.57 1.01
H -0.98 -0.78 -1.32
H 0.25 -2.46 2.24
H 1.39 -2.55 0.94
C 4.77 -0.34 -0.02
C 3.48 0.46 -0.24
C 2.66 0.49 -1.32
C 1.47 1.19 -1.12
C 1.32 1.69 0.14
S 2.82 1.38 1.07
H 4.67 -0.78 0.94
H 4.74 -1.03 -0.83
H 5.57 0.39 -0.09
H 2.95 0.14 -2.35
H 0.69 1.13 -1.85
H 0.67 2.48 0.43
*
```

=====

Record 3
Density functional theory data (the ωB97M-V functional and the def2-TZVPD basis) for one molecule with the formula C25H28N4O4S.

The value obtained for the gap between HOMO and LUMO is 0.287 Eh. The calculation puts the energy above the lowest of the compared OMol25 structures with the same formula, charge and spin at 130.9 kJ/mol. Its SMILES is Cc1cccc(NC(=S)N(CCN2CCOCC2)Cc2cc3cc4c(cc3[nH]c2=O)OCO4)c1. The calculation puts the total energy at -1887.64535 a.u.

The geometry in ORCA input format:
```
! RIJCOSX wB97M-V def2-TZVPD def2/J DEFGRID3
* xyz 0 1
C 3.99 2.33 0.29
C 3.19 1.08 0.51
C 3.82 -0.16 0.55
C 3.08 -1.31 0.77
C 1.71 -1.24 0.94
C 1.07 -0.01 0.89
N -0.32 0.12 0.94
C -1.26 -0.86 1.08
S -1.17 -2.00 2.27
N -2.28 -0.84 0.18
C -3.59 -1.32 0.54
C -4.52 -0.13 0.88
N -3.80 0.83 1.70
C -3.73 0.45 3.11
C -2.79 1.42 3.82
O -3.22 2.75 3.69
C -3.32 3.11 2.34
C -4.29 2.19 1.59
C -2.18 -0.04 -1.03
C -0.81 -0.16 -1.65
C -0.21 -1.35 -1.88
C 1.14 -1.44 -2.32
C 1.79 -2.68 -2.47
C 3.11 -2.67 -2.82
C 3.81 -1.46 -3.03
C 3.20 -0.24 -2.91
C 1.85 -0.24 -2.54
N 1.19 0.94 -2.37
C -0.09 1.09 -1.88
O -0.54 2.20 -1.66
O 5.10 -1.74 -3.36
C 5.22 -3.14 -3.33
O 3.97 -3.71 -3.01
C 1.82 1.14 0.69
H 4.77 2.16 -0.45
H 4.48 2.64 1.22
H 3.35 3.15 -0.04
H 4.89 -0.22 0.41
H 3.57 -2.27 0.81
H 1.14 -2.15 1.10
H -0.66 1.01 0.61
H -3.47 -1.98 1.40
H -4.02 -1.89 -0.29
H -5.43 -0.52 1.37
H -4.82 0.37 -0.04
H -3.34 -0.56 3.20
H -4.73 0.50 3.58
H -2.76 1.21 4.89
H -1.78 1.30 3.41
H -3.68 4.14 2.31
H -2.33 3.05 1.86
H -4.32 2.48 0.53
H -5.30 2.30 2.02
H -2.39 1.02 -0.86
H -2.93 -0.43 -1.73
H -0.74 -2.27 -1.68
H 1.27 -3.61 -2.30
H 3.74 0.68 -3.07
H 1.70 1.80 -2.50
H 5.55 -3.50 -4.32
H 5.96 -3.44 -2.58
H 1.32 2.10 0.64
*
```

=====

What are the max |F| values for these records? In order: 0.087, 0.090, 0.025 hartree/bohr.